# 1
This record from the Open Molecules 2025 dataset describes a 26-piece molecular cluster, C11H60N3O28PS overall. The level of theory is the ωB97M-V functional and the def2-TZVPD basis.

Output
Orbital gap (hartree): 0.280
E_LUMO (eV): -1.66
Electronic energy (hartree): -3465.580319

```
! RIJCOSX wB97M-V def2-TZVPD def2/J DEFGRID3
* xyz 0 1
O 1.33 -4.97 0.47
C 0.41 -5.50 -0.11
C -0.01 -5.12 -1.52
C -0.80 -3.81 -1.38
C -2.16 -3.89 -1.33
C -2.92 -2.67 -1.15
C -2.26 -1.47 -1.05
P -3.33 -0.02 -0.82
S -2.74 1.19 0.59
C -0.85 -1.39 -1.13
N -0.27 -0.17 -1.01
C 1.03 -0.18 -1.05
C 1.75 1.15 -0.93
O 3.15 1.00 -0.67
N 3.36 0.72 0.72
O 4.05 -0.20 0.86
C 1.78 -1.37 -1.24
N 1.26 -2.56 -1.37
C -0.10 -2.56 -1.29
H -0.17 -6.26 0.44
H -0.70 -5.83 -1.95
H 0.85 -4.90 -2.16
H -2.62 -4.86 -1.41
H -4.00 -2.74 -1.09
H -4.61 -0.53 -0.51
H -3.44 0.56 -2.08
H 1.30 1.69 -0.09
H 1.67 1.71 -1.86
H 2.86 -1.29 -1.30
O 0.25 0.00 -4.65
H 0.40 -0.16 -3.72
H 1.13 0.08 -5.03
O -2.69 4.15 -1.17
H -2.58 3.33 -0.66
H -2.20 3.99 -1.98
O -0.24 4.02 0.00
H 0.31 4.37 0.71
H -0.95 4.66 -0.12
O 0.89 -1.03 1.91
H 0.86 -1.63 1.16
H 1.62 -1.38 2.46
O -1.73 -0.04 3.62
H -0.87 -0.43 3.42
H -1.87 0.62 2.92
O -1.84 -3.06 1.99
H -0.87 -3.10 1.97
H -2.02 -2.13 2.19
O 5.97 0.38 -1.51
H 5.12 0.61 -1.10
H 6.51 1.16 -1.37
O -4.74 3.22 3.12
H -4.64 2.40 3.62
H -4.25 3.05 2.30
O 2.17 -1.85 4.26
H 2.77 -2.33 4.83
H 1.70 -1.24 4.86
O 3.91 -3.75 -1.28
H 4.33 -3.25 -0.56
H 3.11 -4.11 -0.87
O -4.66 6.57 0.07
H -4.54 5.76 0.58
H -4.17 6.40 -0.74
O 2.37 -4.75 -4.56
H 2.10 -3.92 -4.98
H 2.97 -4.47 -3.86
O 0.81 0.74 5.61
H 1.12 1.49 5.09
H 0.00 1.07 6.03
O -4.86 5.66 4.88
H -4.88 5.06 4.13
H -4.23 6.33 4.64
O -4.71 -0.15 4.30
H -4.56 -0.32 5.24
H -3.82 -0.10 3.93
O 6.29 3.46 -0.75
H 5.45 3.71 -0.35
H 6.85 4.23 -0.62
O 1.88 3.69 1.98
H 2.50 3.68 1.24
H 2.17 2.97 2.54
O 4.18 2.21 3.58
H 4.19 1.62 2.82
H 4.89 1.88 4.14
O 8.32 5.92 -1.62
H 9.19 5.53 -1.78
H 8.21 6.55 -2.33
O 3.34 -6.86 -1.34
H 3.73 -6.15 -1.85
H 3.06 -6.44 -0.52
O -4.57 -0.27 -3.68
H -3.95 -0.39 -4.41
H -5.29 -0.88 -3.87
O -5.86 2.56 -4.87
H -5.27 2.49 -5.62
H -5.61 1.82 -4.31
O -5.36 -3.09 4.74
H -5.02 -2.36 4.21
H -6.14 -2.72 5.16
O -3.19 -3.41 -4.45
H -3.21 -4.37 -4.42
H -3.02 -3.15 -3.54
O 3.13 3.87 -1.98
H 3.24 3.06 -1.48
H 3.64 3.71 -2.78
*
```


# 2
This record from the Open Molecules 2025 dataset describes a 2-piece molecular cluster, C11H6FO7S2 overall. The level of theory is the ωB97M-V functional and the def2-TZVPD basis.

Output
Orbital gap (hartree): 0.228
E_LUMO (eV): 1.89
Electronic energy (hartree): -1845.683239

```
! RIJCOSX wB97M-V def2-TZVPD def2/J DEFGRID3
* xyz -1 1
C 0.28 -0.97 1.95
C -1.06 -0.98 2.15
C -1.54 0.40 2.25
O -2.66 0.87 2.32
O -0.39 1.22 2.22
C 0.76 0.42 2.10
O 1.87 0.88 2.17
H 0.96 -1.80 1.81
H -1.73 -1.82 2.18
F 0.66 -1.18 -1.10
C 1.37 -2.15 -0.51
S 3.12 -1.97 -0.83
O 3.32 -1.11 -1.98
O 3.85 -1.79 0.40
C 3.40 -3.68 -1.35
C 2.30 -4.50 -1.38
C 2.40 -5.83 -1.79
C 3.66 -6.32 -2.15
C 4.78 -5.48 -2.13
C 4.66 -4.14 -1.74
S 0.73 -3.77 -0.89
O 0.28 -4.43 0.31
O -0.12 -3.69 -2.07
H 1.51 -6.44 -1.83
H 3.76 -7.36 -2.45
H 5.77 -5.85 -2.41
H 5.49 -3.45 -1.75
*
```


# 3
This record from the Open Molecules 2025 dataset describes a 26-piece molecular cluster, C11H74NO25 overall. The level of theory is the ωB97M-V functional and the def2-TZVPD basis.

Output
Orbital gap (hartree): 0.356
Energy above the lowest of the compared OMol25 structures with the same formula, charge and spin (eV): 5.745
E_LUMO (eV): -2.76
Electronic energy (hartree): -2398.557584

```
! RIJCOSX wB97M-V def2-TZVPD def2/J DEFGRID3
* xyz 1 1
C -0.44 4.55 1.50
C 0.41 4.17 0.21
C 0.83 2.66 0.14
C -0.40 1.74 -0.36
N -0.09 0.26 -0.47
C 0.97 0.13 -1.59
C 0.80 -1.32 -2.16
C -0.60 -1.57 -1.85
C -1.21 -0.53 -1.01
C 0.44 -0.33 0.85
C -0.28 0.05 2.14
C 0.52 -0.52 3.40
H 0.03 4.18 2.30
H -1.34 4.14 1.39
H -0.36 5.67 1.77
H 1.20 4.65 -0.06
H -0.36 4.54 -0.62
H 1.27 2.37 1.02
H 1.72 2.57 -0.55
H -0.73 2.11 -1.30
H -1.31 1.91 0.20
H 2.06 0.12 -1.35
H 0.71 0.88 -2.40
H 1.45 -2.11 -1.74
H 0.80 -1.22 -3.35
H -0.70 -2.65 -1.41
H -1.09 -1.72 -2.72
H -1.95 -0.71 -0.11
H -1.95 0.16 -1.59
H 1.49 -0.29 1.04
H 0.58 -1.24 0.63
H -1.25 -0.27 2.13
H -0.13 1.19 2.32
H 0.11 -0.17 4.45
H 1.66 -0.34 3.27
H 0.49 -1.58 3.50
O 4.19 0.23 -2.49
H 3.83 1.14 -2.35
H 4.27 -0.04 -3.27
O 0.77 3.44 -2.61
H 0.59 4.31 -2.46
H 0.41 3.16 -3.32
O 1.84 -0.66 -6.40
H 1.41 0.07 -5.87
H 2.19 -0.44 -7.22
O -3.52 -1.96 -3.13
H -3.46 -1.85 -2.13
H -4.40 -2.13 -3.37
O -3.23 2.65 -1.46
H -3.93 2.17 -2.03
H -3.08 3.36 -2.00
O 0.29 -5.42 -0.40
H -0.23 -5.02 -1.04
H 1.05 -5.21 -0.59
O -2.22 -0.45 5.22
H -2.68 -0.86 4.59
H -2.20 -1.21 5.76
O -1.66 -4.21 -2.44
H -2.24 -3.72 -2.87
H -2.16 -4.53 -1.78
O 3.16 -1.89 1.66
H 3.83 -1.19 2.15
H 3.51 -2.05 0.81
O 0.63 -4.39 3.44
H 0.39 -5.26 3.54
H 1.39 -4.31 2.85
O 1.75 -3.24 -5.08
H 2.29 -3.69 -5.83
H 1.62 -2.34 -5.41
O -3.27 -2.66 1.93
H -3.46 -2.44 0.92
H -2.49 -3.28 1.74
O 3.50 2.99 -2.25
H 3.63 3.40 -1.42
H 2.58 2.96 -2.51
O -3.97 3.11 1.12
H -3.40 2.84 0.42
H -4.37 2.10 1.27
O 1.06 -3.21 6.14
H 0.00 -3.15 6.29
H 0.86 -3.59 5.23
O -2.28 2.37 3.50
H -2.37 2.96 4.26
H -2.37 1.40 3.77
O 2.18 -4.98 -2.73
H 1.54 -5.78 -2.83
H 1.81 -4.29 -3.19
O -2.34 -0.70 -5.04
H -2.72 -1.25 -4.40
H -1.68 -1.07 -5.55
O -4.09 -1.68 -0.52
H -4.63 -2.54 -0.44
H -4.68 -0.91 -0.25
O 2.04 2.79 3.95
H 2.55 2.19 4.32
H 2.41 3.52 3.36
O -3.14 6.91 3.65
H -3.47 6.48 2.92
H -2.18 6.62 3.90
O 4.29 -2.11 -0.28
H 4.85 -2.65 -0.62
H 4.18 -1.44 -0.99
O 0.18 6.28 -2.82
H -0.36 7.02 -2.58
H 0.97 6.78 -2.91
O 3.66 0.79 5.06
H 3.89 0.50 4.27
H 4.40 0.57 5.68
O -0.62 -3.96 1.69
H -0.36 -4.14 2.56
H -0.11 -4.71 1.28
*
```


# 4
This record from the Open Molecules 2025 dataset describes C11H7BrF5N2OsS as an isolated structure. The level of theory is the ωB97M-V functional and the def2-TZVPD basis.

Output
Orbital gap (spin up / spin down) (hartree): 0.143 / 0.143
E_LUMO (spin up / spin down) (eV): -14.93 / -14.91
Electronic energy (hartree): -4093.822832

```
! RIJCOSX wB97M-V def2-TZVPD def2/J DEFGRID3
* xyz 3 1
Os 0.09 0.43 0.30
F 6.00 -0.05 3.44
C 4.74 -0.14 3.23
C 4.22 0.45 2.01
F 5.03 1.04 1.21
C 2.87 0.35 1.77
F 2.32 0.90 0.64
C 2.01 -0.28 2.64
S 0.29 -0.36 2.32
C 2.55 -0.86 3.85
F 1.74 -1.45 4.66
C 3.91 -0.80 4.14
F 4.39 -1.33 5.22
N -1.93 -0.10 0.04
H -2.08 -1.12 -0.02
H -2.31 0.27 -0.83
H -2.57 0.22 0.77
Br -2.75 5.40 0.75
C -1.29 4.45 0.08
C -0.34 5.04 -0.75
C 0.73 4.29 -1.22
C 0.85 2.97 -0.85
N -0.09 2.39 -0.07
C -1.14 3.11 0.40
H -0.45 6.09 -1.02
H 1.47 4.73 -1.87
H 1.67 2.37 -1.19
H -1.85 2.61 1.05
*
```


# 5
This record from the Open Molecules 2025 dataset describes C11H7Cl15Cr2O4 as an isolated structure. The level of theory is the ωB97M-V functional and the def2-TZVPD basis.

Output
Orbital gap (spin up / spin down) (hartree): 0.157 / 0.199
Energy above the lowest of the compared OMol25 structures with the same formula, charge and spin (eV): 3.583
E_LUMO (spin up / spin down) (eV): -10.61 / -9.45
Electronic energy (hartree): -9715.294528

```
! RIJCOSX wB97M-V def2-TZVPD def2/J DEFGRID3
* xyz 2 9
Cr -3.95 14.72 5.68
Cr -5.10 13.64 10.56
C -6.86 13.34 7.23
C -6.82 13.62 8.65
C -6.62 15.15 9.16
O -6.35 15.22 10.37
C -6.26 16.10 8.18
C -6.23 15.74 6.85
C -6.51 14.29 6.40
O -6.03 13.80 5.30
O -5.47 16.47 6.15
O -6.68 12.82 9.58
H -6.94 12.28 7.01
H -5.87 17.04 8.54
C -8.94 11.44 4.34
Cl -8.81 12.75 3.13
Cl -8.42 9.94 3.44
Cl -10.61 11.34 4.89
H -8.28 11.61 5.19
C -6.83 19.15 10.37
Cl -6.68 20.82 10.99
Cl -8.04 19.11 9.12
Cl -7.34 18.03 11.61
H -5.88 18.81 9.95
C -5.09 9.87 6.93
Cl -6.84 9.79 6.62
Cl -4.28 8.48 6.21
Cl -4.79 9.91 8.67
H -4.71 10.80 6.51
C -9.76 11.10 8.74
Cl -10.90 9.99 8.18
Cl -8.77 10.44 10.08
Cl -10.45 12.69 9.26
H -9.05 11.32 7.93
C -7.24 14.80 13.48
Cl -7.73 14.77 15.20
Cl -8.48 14.20 12.39
Cl -5.78 13.77 13.13
H -6.91 15.82 13.25
*
```


# 6
This record from the Open Molecules 2025 dataset describes C11H7Cl2N3O3S5SbTc as an isolated structure. The level of theory is the ωB97M-V functional and the def2-TZVPD basis.

Output
Orbital gap (spin up / spin down) (hartree): 0.162 / 0.172
Energy above the lowest of the compared OMol25 structures with the same formula, charge and spin (eV): 1.352
E_LUMO (spin up / spin down) (eV): 0.06 / 0.36
Electronic energy (hartree): -4045.676477

```
! RIJCOSX wB97M-V def2-TZVPD def2/J DEFGRID3
* xyz -1 2
Tc -0.97 -1.67 -0.60
O 0.02 -0.68 -1.99
N 0.03 0.73 -1.78
C 0.96 1.43 -2.44
C 0.88 2.83 -2.31
C -0.12 3.40 -1.52
C -1.02 2.63 -0.78
C -1.05 1.23 -1.02
S -2.46 0.30 -0.67
H 1.66 0.89 -3.05
H 1.58 3.48 -2.87
H -0.17 4.45 -1.48
H -1.64 3.10 -0.01
S -2.71 -6.39 -0.03
Sb -1.53 -4.73 0.91
S -2.60 -2.58 0.90
S 0.04 -3.92 -0.67
S -0.78 -5.09 3.05
Cl -1.28 0.41 2.65
C 0.36 0.55 2.33
C 1.04 1.69 2.68
C 2.43 1.76 2.39
C 3.05 0.74 1.68
C 2.37 -0.39 1.33
Cl 3.15 -1.62 0.41
C 0.97 -0.42 1.45
N 0.16 -1.08 0.61
H 0.49 2.45 3.29
H 3.02 2.64 2.80
H 4.07 0.75 1.34
O -4.30 -2.58 -2.50
N -3.42 -1.95 -1.96
O -2.21 -2.35 -2.14
*
```


Number 1 is which compound? C11H60N3O28PS


What is the electronic energy in the sixth record? -4045.676477 hartree


Which formula does entry 6 have? C11H7Cl2N3O3S5SbTc